Entry 1:
Molecular formula: C18H15CoN4O5S2
Method: DFT, wB97M-V/def2-TZVPD

- E_HOMO (alpha / beta): -8.8 / -8.8 eV
- Energy relative to the best compared isomer or geometry (same formula, charge and spin): 0.0021 eV
- Molar mass: 490.4 g mol⁻¹
- Energy: -94406.5163 eV
- Lowest unoccupied orbital energy (alpha / beta): -0.6033 / -0.5532 eV

Positions of all 45 atoms, in Å:
Co: -1.08051 0.84401 0.65402
S: 2.14358 -1.91746 1.57996
C: 2.83230 -0.33003 1.75508
C: 4.14285 -0.00126 2.08591
C: 4.45291 1.33434 2.23854
C: 3.46820 2.31661 2.08474
C: 2.16969 1.99278 1.75024
C: 1.85390 0.64803 1.55843
N: 0.61306 0.10516 1.22133
C: 0.61858 -1.20562 1.24420
C: -0.65128 -1.87690 1.06516
C: -0.87583 -3.24618 1.20540
C: -2.17714 -3.70501 1.15865
C: -3.22486 -2.79791 0.99353
C: -2.98605 -1.43936 0.84189
C: -1.68322 -0.96236 0.85898
H: 4.88837 -0.77091 2.23377
H: 5.46128 1.62145 2.50463
H: 3.72118 3.35474 2.25376
H: 1.39835 2.74811 1.70170
H: -0.05118 -3.93087 1.36927
H: -2.38640 -4.76033 1.27146
H: -4.24478 -3.16197 0.98262
H: -3.81533 -0.75980 0.69775
O: -2.59058 3.73266 2.04436
S: -1.41217 2.92708 2.06599
O: -0.81418 2.76645 0.63830
O: -1.78650 1.41825 2.25288
O: -0.37219 3.30110 2.98428
C: -2.05440 -1.44541 -4.03232
N: -1.11907 -0.61604 -3.28127
C: 0.08583 -0.26004 -3.77542
C: 0.89282 0.59892 -3.12079
C: 0.44476 1.07869 -1.85150
N: -0.67324 0.60258 -1.29338
C: -1.58551 -0.08913 -2.06705
O: -2.73922 -0.25466 -1.74682
N: 1.13667 2.00396 -1.19710
H: -1.53957 -1.84443 -4.90280
H: -2.91525 -0.85702 -4.34397
H: -2.40648 -2.25952 -3.40340
H: 0.34831 -0.67981 -4.73710
H: 1.83168 0.92322 -3.53994
H: 1.98620 2.36738 -1.58886
H: 0.69443 2.48651 -0.41512

Okay, here come the Mulliken numbers, in e, for every atom: atom 1 (Co): -0.76, atom 2 (S): -0.37, atom 3 (C): 0.53, atom 4 (C): -0.61, atom 5 (C): -0.54, atom 6 (C): -0.93, atom 7 (C): -0.02, atom 8 (C): 0.17, atom 9 (N): 0.26, atom 10 (C): 0.94, atom 11 (C): 0.86, atom 12 (C): -0.81, atom 13 (C): -0.69, atom 14 (C): -0.68, atom 15 (C): 0.04, atom 16 (C): -0.07, atom 17 (H): 0.40, atom 18 (H): 0.39, atom 19 (H): 0.43, atom 20 (H): 0.25, atom 21 (H): 0.42, atom 22 (H): 0.42, atom 23 (H): 0.43, atom 24 (H): 0.47, atom 25 (O): -0.66, atom 26 (S): 1.33, atom 27 (O): -0.80, atom 28 (O): -0.55, atom 29 (O): -0.67, atom 30 (C): -0.91, atom 31 (N): 0.14, atom 32 (C): 0.12, atom 33 (C): -1.32, atom 34 (C): 1.02, atom 35 (N): 0.22, atom 36 (C): 0.19, atom 37 (O): -0.60, atom 38 (N): -0.14, atom 39 (H): 0.31, atom 40 (H): 0.31, atom 41 (H): 0.31, atom 42 (H): 0.36, atom 43 (H): 0.39, atom 44 (H): 0.20, atom 45 (H): 0.24

Entry 2:
Molecular formula: C21H31N5O7
Method: DFT, wB97M-V/def2-TZVPD

- E_HOMO: -8.2 eV
- Energy relative to the best compared isomer or geometry (same formula, charge and spin): 8.4747 eV
- SMILES string: O=[N+]([O-])c1ccccc1.O=[N+]([O-])c1ccccc1.CN(C)C=O.CN(C)C=O.CN(C)C=O
- Molar mass: 465.5 g mol⁻¹
- Energy: -44046.8366 eV
- Lowest unoccupied orbital energy: -1.5594 eV

Positions of all 64 atoms, in Å:
C: 4.39800 3.71400 49.50900
C: 4.49300 2.77100 48.28600
C: 5.57700 3.03500 47.28200
C: 6.51900 4.29900 47.40500
C: 6.37500 5.06600 48.66300
C: 5.37600 4.73600 49.65800
N: 7.62900 4.51900 46.49300
O: 7.74500 3.59000 45.47400
O: 8.46500 5.40300 46.66600
H: 3.58300 3.58100 50.12000
H: 3.71600 2.16200 48.30500
H: 5.56200 2.26400 46.46200
H: 6.96900 5.97000 48.97300
H: 5.16600 5.22100 50.58700
C: 8.83100 2.17300 53.49800
C: 8.20000 3.22500 52.57800
C: 8.33500 2.88900 51.07200
C: 8.92600 1.59400 50.58200
C: 9.31800 0.51700 51.61100
C: 9.31000 0.94700 53.12500
N: 8.85600 1.19200 49.21900
O: 8.71000 2.12500 48.27600
O: 9.12500 0.10700 48.86400
H: 8.61400 2.29600 54.53300
H: 7.73500 4.06900 52.89500
H: 7.91800 3.67100 50.33500
H: 9.53300 -0.46300 51.12600
H: 9.79300 0.36000 53.91200
C: 13.40600 2.62500 47.44500
O: 14.56500 2.73300 46.94300
N: 12.90900 3.77900 48.17300
C: 11.70000 3.62800 48.89100
C: 13.69500 5.01900 48.14500
H: 12.75800 1.82900 47.45500
H: 11.06500 2.77600 48.68200
H: 11.24300 4.48600 48.75200
H: 11.80600 3.63700 49.95000
H: 14.72000 4.86300 48.71000
H: 13.00200 5.52400 48.82200
H: 13.96100 5.39800 47.18800
C: 6.03600 7.19300 56.26500
O: 6.83600 7.77100 55.43700
N: 5.78900 5.91800 56.25200
C: 4.81500 5.37300 57.27300
C: 6.32900 4.98700 55.38500
H: 5.54000 7.86100 56.89600
H: 3.87700 5.48400 56.86600
H: 4.89800 5.96200 58.34400
H: 5.07900 4.36900 57.38600
H: 5.61100 4.22500 55.02500
H: 7.27500 4.62600 55.77600
H: 6.66300 5.42700 54.51000
C: 10.38800 1.90100 45.31300
O: 10.18700 0.73600 44.92700
N: 11.18800 2.66500 44.57000
C: 11.46200 4.08900 45.01800
C: 11.64600 2.35100 43.27200
H: 10.02300 2.24700 46.32000
H: 12.07000 4.65500 44.46000
H: 11.76200 4.33400 46.07000
H: 10.42800 4.44000 45.20300
H: 12.15800 1.36700 43.32400
H: 12.44600 3.14200 42.90200
H: 10.86800 2.24400 42.54600

Okay, here come the Mulliken numbers, in e, for every atom: atom 1 (C): -0.46, atom 2 (C): -0.75, atom 3 (C): -0.22, atom 4 (C): 0.08, atom 5 (C): -0.29, atom 6 (C): -0.45, atom 7 (N): 0.93, atom 8 (O): -0.52, atom 9 (O): -0.55, atom 10 (H): 0.51, atom 11 (H): 0.56, atom 12 (H): 0.37, atom 13 (H): 0.33, atom 14 (H): 0.44, atom 15 (C): -0.37, atom 16 (C): -0.61, atom 17 (C): 0.15, atom 18 (C): 0.02, atom 19 (C): -0.63, atom 20 (C): -0.43, atom 21 (N): 0.82, atom 22 (O): -0.30, atom 23 (O): -0.58, atom 24 (H): 0.32, atom 25 (H): 0.66, atom 26 (H): 0.23, atom 27 (H): 0.42, atom 28 (H): 0.36, atom 29 (C): -0.09, atom 30 (O): -0.64, atom 31 (N): 0.05, atom 32 (C): -0.92, atom 33 (C): -0.91, atom 34 (H): 0.52, atom 35 (H): -0.01, atom 36 (H): 0.48, atom 37 (H): 0.57, atom 38 (H): 0.26, atom 39 (H): 0.37, atom 40 (H): 0.31, atom 41 (C): -0.01, atom 42 (O): -0.65, atom 43 (N): 0.12, atom 44 (C): -1.00, atom 45 (C): -1.38, atom 46 (H): 0.43, atom 47 (H): 0.36, atom 48 (H): 0.29, atom 49 (H): 0.39, atom 50 (H): 0.44, atom 51 (H): 0.40, atom 52 (H): 0.60, atom 53 (C): 0.17, atom 54 (O): -0.71, atom 55 (N): 0.26, atom 56 (C): -0.87, atom 57 (C): -0.89, atom 58 (H): 0.28, atom 59 (H): 0.48, atom 60 (H): 0.05, atom 61 (H): 0.35, atom 62 (H): 0.32, atom 63 (H): 0.26, atom 64 (H): 0.32

Entry 3:
Molecular formula: C4H3F3S
Method: DFT, wB97M-V/def2-TZVPD

- E_HOMO: -9.0 eV
- Energy relative to the best compared isomer or geometry (same formula, charge and spin): 0.0000 eV
- SMILES string: F/C=C\SC=C(F)F
- Molar mass: 140.1 g mol⁻¹
- Energy: -23182.5994 eV
- Lowest unoccupied orbital energy: 0.8152 eV

Positions of all 11 atoms, in Å:
C: 1.31679 -0.19722 -1.60595
C: 1.59228 0.20130 -0.36979
C: -1.01739 0.37174 0.47785
C: -1.60534 -0.18715 1.50891
H: 1.95964 -0.79881 -2.21270
H: 2.53781 -0.06502 0.04636
H: -1.54204 0.38618 -0.46261
F: 0.16309 0.11017 -2.21976
F: -2.80185 -0.74715 1.45960
F: -1.13560 -0.27140 2.73885
S: 0.53260 1.19737 0.63924

Okay, here come the Mulliken numbers, in e, for every atom: atom 1 (C): -0.05, atom 2 (C): -0.34, atom 3 (C): -0.38, atom 4 (C): 0.47, atom 5 (H): 0.35, atom 6 (H): 0.35, atom 7 (H): 0.39, atom 8 (F): -0.23, atom 9 (F): -0.22, atom 10 (F): -0.20, atom 11 (S): -0.13

Entry 4:
Molecular formula: C7H12O2
Method: DFT, wB97M-V/def2-TZVPD

- E_HOMO: -8.5 eV
- Energy relative to the best compared isomer or geometry (same formula, charge and spin): 4.5950 eV
- SMILES string: O/C=C1/CO1.C=C(C)C
- Molar mass: 128.2 g mol⁻¹
- Energy: -11543.8086 eV
- Lowest unoccupied orbital energy: 0.7445 eV

Positions of all 21 atoms, in Å:
C: -2.08440 0.25627 -0.13258
C: -0.44461 1.22548 -1.99106
C: -1.01998 0.80169 -0.73457
C: 1.93713 0.07516 -0.34686
C: 0.50293 -1.95820 0.10218
C: 0.69685 0.02469 1.70723
C: 1.00619 -0.53344 0.38988
O: -2.47697 0.37886 1.11248
O: -0.10237 1.89070 -0.73665
H: -2.86948 -0.27036 -0.69262
H: 0.24369 0.63755 -2.50377
H: -0.97200 1.86262 -2.69994
H: -2.11894 1.24489 1.51852
H: 2.35455 -0.39519 -1.16068
H: 2.31684 1.09912 0.08079
H: -0.54433 -1.96592 0.31835
H: 0.64166 -2.14420 -0.94331
H: 1.20087 -2.80691 0.58302
H: -0.36079 -0.26193 2.12662
H: 0.60803 1.09078 1.57612
H: 1.48514 -0.25163 2.42684

Okay, here come the Mulliken numbers, in e, for every atom: atom 1 (C): -0.33, atom 2 (C): -0.45, atom 3 (C): 0.48, atom 4 (C): -1.11, atom 5 (C): -1.21, atom 6 (C): -1.24, atom 7 (C): 0.99, atom 8 (O): -0.54, atom 9 (O): -0.41, atom 10 (H): 0.34, atom 11 (H): 0.21, atom 12 (H): 0.27, atom 13 (H): 0.40, atom 14 (H): 0.49, atom 15 (H): 0.18, atom 16 (H): 0.29, atom 17 (H): 0.40, atom 18 (H): 0.27, atom 19 (H): 0.21, atom 20 (H): 0.41, atom 21 (H): 0.35

Entry 5:
Molecular formula: C16H26Br2N2NaO8S2
Method: DFT, wB97M-V/def2-TZVPD

- E_HOMO: -6.4 eV
- Energy relative to the best compared isomer or geometry (same formula, charge and spin): 0.2470 eV
- Charge: -1
- Molar mass: 621.3 g mol⁻¹
- Energy: -202551.6044 eV
- Lowest unoccupied orbital energy: 2.0797 eV

Positions of all 57 atoms, in Å:
Na: 0.55438 1.53475 0.28800
Br: -2.20966 3.40408 0.63510
C: -1.47276 3.74205 -1.11735
Br: -0.91551 5.58839 -1.37247
H: -2.24405 3.54289 -1.84111
H: -0.60010 3.08625 -1.27578
C: 4.17177 4.99974 2.29205
N: 2.83114 4.76410 1.78303
C: 2.04184 5.94002 1.45722
C: 2.35394 3.51810 1.46359
C: 3.27971 2.35125 1.72057
O: 1.22837 3.38170 0.98835
H: 4.17312 5.94258 2.83627
H: 4.91575 5.07151 1.49123
H: 4.48273 4.21927 2.97870
H: 1.82077 6.51517 2.36218
H: 1.11067 5.62816 0.99544
H: 2.58861 6.58270 0.75998
H: 3.47504 2.23717 2.79175
H: 4.23566 2.49260 1.20398
H: 2.81966 1.43036 1.37401
C: 0.21234 -1.93686 1.26419
S: 1.32961 -0.60405 1.53147
O: 0.49200 0.49343 2.03826
O: 2.33991 -1.06347 2.46434
O: 1.85304 -0.25774 0.19842
H: -0.24553 -2.19252 2.22613
H: 0.76321 -2.78685 0.85292
H: -0.54385 -1.57354 0.55687
C: -2.68167 -5.38364 2.16053
C: -2.67395 -4.70754 0.80963
C: -3.36325 -3.51296 0.60432
C: -3.31742 -2.86308 -0.61925
C: -2.57798 -3.42255 -1.65795
C: -1.89160 -4.61715 -1.48071
C: -1.94503 -5.25035 -0.24682
S: -2.50202 -2.58023 -3.20901
O: -1.91088 -3.50214 -4.13854
O: -3.80445 -2.02043 -3.42837
N: -1.47626 -1.34539 -3.01715
C: -0.03121 -1.60394 -2.74257
C: 0.70143 -0.27669 -2.83579
C: 0.18694 0.78171 -1.86413
O: -0.83732 0.52647 -1.15453
O: 0.82987 1.86675 -1.81121
H: -3.50398 -5.02268 2.77977
H: -1.74925 -5.18121 2.69618
H: -2.77535 -6.46704 2.06132
H: -3.93339 -3.07871 1.42145
H: -3.85327 -1.93174 -0.77799
H: -1.32875 -5.03277 -2.30916
H: -1.40560 -6.18283 -0.09718
H: -1.83005 -0.62368 -2.37545
H: 0.34176 -2.29563 -3.49287
H: 0.12278 -2.04463 -1.75402
H: 0.60397 0.12750 -3.84812
H: 1.76414 -0.40668 -2.61972

Okay, here come the Mulliken numbers, in e, for every atom: atom 1 (Na): 0.87, atom 2 (Br): -0.16, atom 3 (C): 0.12, atom 4 (Br): -0.20, atom 5 (H): 0.43, atom 6 (H): -0.26, atom 7 (C): -1.05, atom 8 (N): 0.12, atom 9 (C): -0.87, atom 10 (C): 0.82, atom 11 (C): -0.97, atom 12 (O): -0.63, atom 13 (H): 0.34, atom 14 (H): 0.29, atom 15 (H): 0.37, atom 16 (H): 0.31, atom 17 (H): 0.11, atom 18 (H): 0.34, atom 19 (H): 0.33, atom 20 (H): 0.35, atom 21 (H): -0.01, atom 22 (C): -0.70, atom 23 (S): 1.38, atom 24 (O): -0.81, atom 25 (O): -0.72, atom 26 (O): -0.71, atom 27 (H): 0.40, atom 28 (H): 0.33, atom 29 (H): -0.05, atom 30 (C): -1.46, atom 31 (C): 0.97, atom 32 (C): -0.71, atom 33 (C): -0.64, atom 34 (C): 0.07, atom 35 (C): -0.28, atom 36 (C): -0.56, atom 37 (S): 1.24, atom 38 (O): -0.72, atom 39 (O): -0.73, atom 40 (N): -0.30, atom 41 (C): -0.13, atom 42 (C): -0.97, atom 43 (C): 1.03, atom 44 (O): -0.85, atom 45 (O): -0.91, atom 46 (H): 0.37, atom 47 (H): 0.28, atom 48 (H): 0.37, atom 49 (H): 0.30, atom 50 (H): 0.38, atom 51 (H): 0.47, atom 52 (H): 0.36, atom 53 (H): 0.39, atom 54 (H): 0.46, atom 55 (H): 0.05, atom 56 (H): 0.39, atom 57 (H): 0.32

Entry 6:
Molecular formula: C3H5F2N
Method: DFT, wB97M-V/def2-TZVPD

- E_HOMO: -8.6 eV
- Energy relative to the best compared isomer or geometry (same formula, charge and spin): 1.7309 eV
- Molar mass: 93.1 g mol⁻¹
- Energy: -10114.6023 eV
- Lowest unoccupied orbital energy: 0.9999 eV

Positions of all 11 atoms, in Å:
C: 0.50223 -0.20428 -0.34576
C: -0.22425 -1.47290 -0.31112
C: -0.44032 1.36882 0.73811
N: 1.48734 0.08987 -0.98400
F: -0.17036 2.49137 0.07594
F: -1.71368 1.05181 0.55528
H: -1.19156 -1.52985 -0.72673
H: -0.41544 -1.79730 0.66671
H: 0.35827 -2.30608 -0.71945
H: -0.13601 1.38399 1.76356
H: 1.94378 0.92454 -0.71255

Okay, here come the Mulliken numbers, in e, for every atom: atom 1 (C): 0.48, atom 2 (C): -1.24, atom 3 (C): 0.18, atom 4 (N): -0.57, atom 5 (F): -0.23, atom 6 (F): -0.24, atom 7 (H): 0.33, atom 8 (H): 0.36, atom 9 (H): 0.35, atom 10 (H): 0.29, atom 11 (H): 0.28

Entry 7:
Molecular formula: C4H10NO
Method: DFT, wB97M-V/def2-TZVPD

- E_HOMO (alpha / beta): -12.8 / -12.4 eV
- Energy relative to the best compared isomer or geometry (same formula, charge and spin): 4.2792 eV
- Charge: +1
- Molar mass: 88.1 g mol⁻¹
- Energy: -7837.0378 eV
- Lowest unoccupied orbital energy (alpha / beta): -4.2620 / -4.6250 eV

Positions of all 16 atoms, in Å:
C: -0.49119 -0.31125 -0.44330
C: 0.04347 1.01478 0.28475
C: 0.33824 -1.28387 0.41132
C: -1.89690 -0.35313 -0.04182
N: 1.38370 1.49221 -0.00742
O: 1.48624 -1.78378 -0.13663
H: -0.17327 -0.23945 -1.44235
H: -0.07300 0.99067 1.32865
H: 0.17555 -1.47036 1.48861
H: -2.20457 -0.89299 0.82824
H: -2.47792 -0.92070 -0.71149
H: -2.44308 0.67693 -0.12118
H: 2.23627 0.99444 0.29882
H: 1.43380 2.41524 0.34745
H: 1.44193 1.60496 -1.05558
H: 1.22072 -1.93372 -1.02806

Okay, here come the Mulliken numbers, in e, for every atom: atom 1 (C): 0.50, atom 2 (C): -1.05, atom 3 (C): -0.22, atom 4 (C): -1.54, atom 5 (N): -0.19, atom 6 (O): -0.41, atom 7 (H): 0.53, atom 8 (H): 0.38, atom 9 (H): 0.40, atom 10 (H): 0.39, atom 11 (H): 0.43, atom 12 (H): 0.34, atom 13 (H): 0.33, atom 14 (H): 0.37, atom 15 (H): 0.37, atom 16 (H): 0.37

Entry 8:
Molecular formula: C3H3ClN2O2
Method: DFT, wB97M-V/def2-TZVPD

- E_HOMO: -9.0 eV
- Energy relative to the best compared isomer or geometry (same formula, charge and spin): 1.2497 eV
- SMILES string: Nc1[nH]oc(=O)c1Cl
- Molar mass: 134.5 g mol⁻¹
- Energy: -22756.0419 eV
- Lowest unoccupied orbital energy: 0.4463 eV

Positions of all 11 atoms, in Å:
C: 0.34204 -0.22411 -0.24769
C: -1.22498 0.86807 0.97415
C: -0.80192 0.48014 -0.36171
H: 2.09722 -0.87504 -1.01340
H: 0.87007 -0.69789 -2.12886
H: 0.88691 -1.19671 1.46028
N: 1.09275 -0.88245 -1.16583
N: 0.76401 -0.23770 1.09054
O: -0.25895 0.37684 1.83419
O: -2.16792 1.50184 1.37421
Cl: -1.59923 0.88702 -1.81586

Okay, here come the Mulliken numbers, in e, for every atom: atom 1 (C): 0.25, atom 2 (C): 0.44, atom 3 (C): 0.20, atom 4 (H): 0.26, atom 5 (H): 0.23, atom 6 (H): 0.26, atom 7 (N): -0.48, atom 8 (N): -0.17, atom 9 (O): -0.22, atom 10 (O): -0.58, atom 11 (Cl): -0.20